Entry 1:
Formula: C6H14F3NO2SSi
Source: OMol25
Level of theory: ωB97M-V/def2-TZVPD

Its gap between HOMO and LUMO (alpha / beta) is 9.348 / 6.376 eV. Its HOMO energy (alpha / beta) is -10.16 / -9.12 eV. The total energy is -1429.370430 Eh.

Cartesian coordinates (Å):
1 S 1.49 1.69 -0.89
2 Si -1.98 -0.02 0.54
3 F 4.25 -2.44 -0.69
4 F 4.31 -1.07 0.97
5 F 2.46 -1.83 0.27
6 O 2.82 0.81 -0.26
7 O 1.30 1.15 -2.24
8 N 1.77 3.20 -0.86
9 C 3.37 -0.24 -1.05
10 C -3.71 -0.24 1.29
11 C 3.62 -1.36 -0.11
12 C -1.15 -1.61 1.17
13 C -1.17 1.59 1.05
14 C -2.14 -0.14 -1.34
15 H -4.46 0.56 1.65
16 H -4.37 -0.79 0.61
17 H -0.90 -1.68 2.25
18 H -1.27 2.37 0.31
19 H -0.66 2.03 1.90
20 H 4.31 0.24 -1.42
21 H 2.80 -0.31 -2.00
22 H -1.49 0.63 -1.65
23 H 1.56 3.69 -0.03
24 H -0.29 -1.83 0.55
25 H -3.74 -0.95 2.21
26 H -1.84 -2.49 1.01
27 H -3.14 0.06 -1.62
28 H -1.75 -1.03 -1.64

Entry 2:
Formula: C7H14N2
Source: OMol25
Level of theory: ωB97M-V/def2-TZVPD

The energy above the lowest of the compared OMol25 structures with the same formula, charge and spin comes out at 105.6 kcal/mol. Its gap between HOMO and LUMO is 7.036 eV. Its HOMO energy is -6.35 eV. The total energy is -384.463571 Eh.

Cartesian coordinates (Å):
1 N 1.70 -0.77 -1.28
2 N -0.25 0.57 -0.59
3 C -2.10 1.39 0.72
4 C 1.82 -1.80 -1.97
5 C 0.15 2.53 0.87
6 C -0.90 -1.84 -0.48
7 C -0.83 1.53 0.35
8 C 0.70 -0.96 1.24
9 C 0.03 -0.93 -0.10
10 H 0.06 -0.56 2.02
11 H 2.60 -1.94 -2.73
12 H -2.53 2.06 1.45
13 H -0.32 3.17 1.62
14 H 0.70 0.80 -0.93
15 H -1.04 -2.75 0.09
16 H 0.53 3.16 0.06
17 H -1.46 -1.75 -1.40
18 H 1.01 2.03 1.33
19 H -0.83 0.48 -1.42
20 H 1.64 -0.41 1.22
21 H 1.10 -2.65 -1.87
22 H -2.72 0.62 0.31
23 H 0.93 -2.00 1.50

Entry 3:
Formula: H9N3Si2
Source: OMol25
Level of theory: ωB97M-V/def2-TZVPD

The energy above the lowest of the compared OMol25 structures with the same formula, charge and spin comes out at 63.6 kcal/mol. Its gap between HOMO and LUMO is 9.450 eV. Its HOMO energy is -8.88 eV. The total energy is -748.623878 Eh.

Cartesian coordinates (Å):
1 Si 1.30 0.67 0.19
2 Si -0.87 -0.09 -0.39
3 N 2.62 -0.43 0.20
4 N -1.42 -1.62 0.00
5 N -1.85 0.98 0.58
6 H 2.24 -1.40 0.32
7 H -1.57 -2.09 -0.82
8 H 1.66 1.41 1.38
9 H -2.81 1.19 0.54
10 H 3.53 -0.39 -0.29
11 H -1.59 -2.18 0.79
12 H 1.54 1.95 -1.45
13 H -1.27 0.13 -1.86
14 H -1.51 1.87 0.81

Entry 4:
Formula: C20H43FeGeOSSi3
Source: OMol25
Level of theory: ωB97M-V/def2-TZVPD

The energy above the lowest of the compared OMol25 structures with the same formula, charge and spin comes out at 0.0 kcal/mol. Its gap between HOMO and LUMO (alpha / beta) is 8.576 / 6.095 eV. Its HOMO energy (alpha / beta) is -13.73 / -14.05 eV. The net charge is +2. The total energy is -5469.924013 Eh. As for the expectation value of S²: 8.766. The multiplicity is 6.

Cartesian coordinates (Å):
1 Ge -1.00 0.69 0.01
2 Fe 1.46 0.40 0.63
3 S 2.11 -2.91 0.87
4 Si -1.66 -0.01 -2.32
5 Si -2.50 2.50 0.61
6 Si -2.05 -1.43 0.89
7 O 2.14 -1.43 0.43
8 C -1.19 -1.35 2.56
9 C -3.89 -1.24 1.08
10 C 1.88 3.61 -1.14
11 C 2.32 2.08 2.32
12 C -0.34 -1.20 -2.91
13 C -1.57 -2.97 -0.04
14 C 3.94 -3.80 -0.85
15 C 3.35 1.17 2.10
16 C -1.78 4.14 0.07
17 C 2.43 -3.82 -0.65
18 C -4.17 2.26 -0.19
19 C -3.39 -0.64 -2.53
20 C -2.63 2.44 2.48
21 C 3.78 -3.22 1.53
22 C 2.38 2.75 -0.03
23 C -1.42 1.67 -3.10
24 C 4.51 -4.11 0.53
25 C 3.89 1.03 0.82
26 C 1.84 2.86 1.27
27 C 3.39 1.80 -0.24
28 H -0.47 -2.20 -2.49
29 H -2.17 2.39 -2.76
30 H -4.41 -1.14 0.13
31 H 1.04 3.56 1.45
32 H -0.43 2.09 -2.91
33 H -0.89 4.43 0.64
34 H 1.83 -3.35 -1.43
35 H 4.34 -5.16 0.77
36 H 0.80 3.76 -1.07
37 H -1.54 4.17 -1.00
38 H -4.12 0.05 -2.12
39 H -0.41 -1.28 -3.99
40 H -4.27 -2.13 1.58
41 H 1.90 2.20 3.31
42 H -4.62 1.30 0.07
43 H 3.74 0.58 2.92
44 H -4.13 2.34 -1.27
45 H 2.05 -4.83 -0.47
46 H -2.16 -3.11 -0.95
47 H -3.25 3.27 2.84
48 H -1.54 1.55 -4.18
49 H 4.24 -4.53 -1.60
50 H -3.55 -1.63 -2.11
51 H -3.09 1.51 2.83
52 H 3.81 1.68 -1.23
53 H -4.14 -0.38 1.71
54 H -0.12 -1.56 2.48
55 H -3.58 -0.72 -3.61
56 H 5.59 -3.94 0.58
57 H -2.53 4.92 0.24
58 H -4.84 3.04 0.17
59 H 0.66 -0.84 -2.67
60 H 4.26 -2.81 -1.19
61 H -0.52 -2.96 -0.31
62 H 3.69 -3.63 2.53
63 H 4.68 0.32 0.63
64 H -1.32 -0.38 3.05
65 H 2.35 4.59 -1.08
66 H -1.75 -3.83 0.61
67 H 4.22 -2.22 1.60
68 H 2.12 3.18 -2.11
69 H -1.64 -2.11 3.20
70 H -1.65 2.53 2.96

Entry 5:
Formula: C6H9N
Source: OMol25
Level of theory: ωB97M-V/def2-TZVPD

The energy above the lowest of the compared OMol25 structures with the same formula, charge and spin comes out at 57.3 kcal/mol. Its gap between HOMO and LUMO is 9.563 eV. Its HOMO energy is -8.54 eV. The total energy is -288.690669 Eh. The structure (SMILES) is CC#C/C=C/CN.

Cartesian coordinates (Å):
1 N -2.59 -1.24 -1.69
2 C 2.97 0.61 2.29
3 C 2.01 0.19 1.28
4 C 1.20 -0.03 0.42
5 C -1.08 0.19 -0.41
6 C -2.05 0.12 -1.55
7 C 0.22 -0.07 -0.61
8 H 3.99 0.49 1.92
9 H 2.81 1.67 2.51
10 H 0.57 -0.25 -1.63
11 H -1.53 0.40 -2.48
12 H -1.81 -1.87 -1.50
13 H -2.88 0.83 -1.43
14 H -3.25 -1.41 -0.94
15 H -1.46 0.32 0.60
16 H 2.86 0.05 3.22

Entry 6:
Formula: C4H14Si4
Source: OMol25
Level of theory: ωB97M-V/def2-TZVPD

The energy above the lowest of the compared OMol25 structures with the same formula, charge and spin comes out at 32.0 kcal/mol. Its gap between HOMO and LUMO is 9.118 eV. Its HOMO energy is -8.74 eV. The total energy is -1318.561498 Eh.

Cartesian coordinates (Å):
1 Si 1.84 1.55 0.46
2 Si -1.76 1.64 0.36
3 Si 1.78 -1.60 0.37
4 Si -1.78 -1.48 0.46
5 C -0.61 0.09 -1.75
6 C 0.72 -0.07 -1.85
7 C 1.11 -0.04 -0.41
8 C -0.88 0.10 -0.32
9 H 1.50 1.25 1.80
10 H -1.27 0.20 -2.50
11 H -3.28 1.22 0.37
12 H -1.38 -1.62 1.81
13 H -3.29 -1.78 0.52
14 H 1.56 -1.23 1.76
15 H 1.14 -2.96 0.20
16 H -1.26 -2.49 -0.44
17 H 3.24 -1.89 -0.07
18 H 1.05 2.67 0.02
19 H 1.52 -0.18 -2.55
20 H -1.34 1.78 1.68
21 H 3.17 1.99 0.40
22 H -1.75 2.86 -0.32